No. 1
10
Properties=species:S:1:pos:R:3 method="wB97M-V/def2-TZVPD" spin_multiplicity=1 homo_ev=-10.51 smiles="N#C/C(=N/O)NS" e_lumo_ev=0.0 de_lowest_ev=3.4783
C 0.43 -0.38 -0.43
C 1.75 0.06 -0.81
H 0.04 1.91 1.85
H 0.02 -0.97 1.52
H -1.52 -1.00 -0.16
N -0.41 -0.31 0.77
N -0.13 -0.99 -1.31
N 2.78 0.50 -1.17
O -1.44 -1.30 -1.13
S -0.99 1.13 1.58

---

No. 2
50
Properties=species:S:1:pos:R:3 method="wB97M-V/def2-TZVPD" spin_multiplicity=1 homo_ev=-8.92 smiles="CCOCCCNS(=O)(=O)c1ccc(NC(=O)Cc2c(F)cccc2Cl)cc1" e_lumo_ev=0.5 de_lowest_ev=0.0693
C -5.32 -3.17 -1.25
C -6.59 -2.66 -0.57
O -6.39 -1.64 0.38
C -5.83 -2.03 1.62
C -4.31 -1.85 1.72
H -3.81 -2.49 0.99
C -3.87 -0.41 1.49
N -4.08 -0.03 0.11
S -3.76 1.58 -0.22
O -4.13 2.42 0.89
O -4.31 1.86 -1.51
C -1.97 1.52 -0.32
C -1.39 0.81 -1.36
C -0.02 0.73 -1.45
C 0.78 1.36 -0.49
C 0.17 2.07 0.55
C -1.20 2.15 0.63
H -1.69 2.69 1.42
H 0.79 2.56 1.29
N 2.17 1.32 -0.52
C 2.99 0.67 -1.39
O 2.63 0.00 -2.32
C 4.47 0.88 -1.05
C 4.83 0.03 0.13
C 4.76 0.53 1.43
C 5.07 -0.21 2.55
C 5.47 -1.52 2.38
C 5.56 -2.07 1.12
C 5.24 -1.30 0.01
Cl 5.34 -2.02 -1.56
H 5.87 -3.09 0.98
H 5.72 -2.12 3.25
H 4.99 0.24 3.53
F 4.35 1.81 1.60
H 5.06 0.57 -1.92
H 4.66 1.93 -0.83
H 2.61 1.86 0.22
H 0.45 0.18 -2.25
H -2.03 0.35 -2.09
H -5.02 -0.27 -0.19
H -2.80 -0.30 1.69
H -4.42 0.26 2.16
H -4.00 -2.17 2.72
H -6.10 -3.07 1.85
H -6.30 -1.37 2.37
H -7.13 -3.50 -0.11
H -7.24 -2.20 -1.32
H -4.72 -2.33 -1.58
H -5.59 -3.77 -2.11
H -4.73 -3.79 -0.58

---

No. 3
52
Properties=species:S:1:pos:R:3 method="wB97M-V/def2-TZVPD" spin_multiplicity=1 homo_ev=-8.61 smiles="CC[C@@H](C)/C(C)=N/NC(=O)c1ccccc1OCCOc1ccccc1" e_lumo_ev=0.6 de_lowest_ev=3.2226
C -5.68 -2.04 -1.09
C -4.20 -1.71 -0.98
H -3.62 -2.62 -1.10
H -3.93 -1.03 -1.80
C -3.84 -1.02 0.34
C -2.47 -0.40 0.26
N -2.44 0.87 0.38
N -1.27 1.54 0.33
C -1.25 2.90 0.44
O -2.23 3.58 0.65
C 0.12 3.51 0.35
C 0.33 4.67 1.09
C 1.54 5.32 1.08
C 2.57 4.82 0.31
C 2.39 3.68 -0.45
C 1.17 3.01 -0.45
O 0.90 1.91 -1.21
C 1.90 1.34 -2.02
C 2.88 0.47 -1.23
O 2.20 -0.72 -0.88
C 2.88 -1.69 -0.20
C 2.16 -2.86 0.04
C 2.75 -3.91 0.72
C 4.06 -3.80 1.17
C 4.77 -2.64 0.92
C 4.19 -1.58 0.24
H 4.76 -0.69 0.07
H 5.79 -2.54 1.27
H 4.52 -4.62 1.70
H 2.19 -4.81 0.90
H 1.15 -2.93 -0.32
H 3.21 1.00 -0.33
H 3.75 0.24 -1.86
H 2.44 2.10 -2.59
H 1.35 0.70 -2.72
H 3.22 3.33 -1.05
H 3.53 5.32 0.29
H 1.68 6.22 1.67
H -0.51 5.04 1.67
H -0.41 1.05 0.12
C -1.27 -1.28 0.06
H -0.67 -0.93 -0.78
H -1.57 -2.30 -0.13
H -0.64 -1.26 0.95
C -3.92 -1.98 1.53
H -3.60 -1.47 2.44
H -4.93 -2.33 1.67
H -3.27 -2.85 1.38
H -4.54 -0.20 0.51
H -5.98 -2.77 -0.33
H -6.28 -1.15 -0.96
H -5.90 -2.47 -2.06

---

No. 4
18
Properties=species:S:1:pos:R:3 method="wB97M-V/def2-TZVPD" spin_multiplicity=1 homo_ev=-8.55 smiles=CCCSC.O e_lumo_ev=0.6 de_lowest_ev=0.6539
S 0.22 1.08 2.52
C -0.09 -0.65 2.81
C -1.18 0.86 -1.54
C 0.26 0.96 0.65
C -1.12 0.71 0.01
H -0.96 -1.02 2.24
H -0.33 -0.73 3.89
H 0.78 -1.29 2.60
H -0.44 1.53 -2.01
H -2.18 1.12 -1.90
H -0.95 -0.18 -1.84
H 1.01 0.16 0.45
H 0.63 1.89 0.17
H -1.83 1.43 0.45
H -1.42 -0.31 0.33
O 2.93 -1.88 -2.85
H 2.44 -1.12 -3.24
H 2.24 -2.57 -2.72

---

No. 5
98
Properties=species:S:1:pos:R:3 method="wB97M-V/def2-TZVPD" spin_multiplicity=3 homo_ev="-10.08 / -11.18" total_charge=+1 s2=2.008 e_lumo_ev="-4.0 / -4.0"
C -0.33 0.09 0.24
C 0.59 0.10 -0.98
C 1.74 1.11 -0.93
N 1.37 2.50 -1.27
C 0.57 3.19 -0.37
C 0.81 3.21 1.01
C -0.01 3.90 1.90
P 0.23 3.95 3.78
O -0.80 2.74 4.16
O 1.64 3.12 3.90
C -1.10 4.57 1.39
O -1.98 5.26 2.16
C -3.06 4.51 2.73
O -3.44 4.81 3.80
C -3.61 3.42 1.88
C -3.50 2.10 2.31
C -4.01 1.07 1.53
C -4.64 1.36 0.33
C -4.77 2.68 -0.09
C -4.24 3.71 0.67
N -1.31 4.58 0.06
C -0.52 3.92 -0.79
F -0.87 3.98 -2.06
H -1.04 0.93 0.19
H 0.22 0.22 1.17
H -0.93 -0.81 0.29
H 0.00 0.23 -1.89
H 1.05 -0.89 -1.07
H 2.49 0.81 -1.66
H 2.25 1.08 0.03
H 0.96 2.54 -2.19
H 1.66 2.65 1.37
H -0.36 1.88 4.07
H 2.28 3.29 3.20
H -3.03 1.91 3.26
H -3.92 0.05 1.88
H -5.04 0.54 -0.26
H -5.29 2.92 -1.01
H -4.37 4.74 0.35
H -2.12 5.07 -0.30
C -4.33 -3.81 5.92
C -5.06 -3.54 4.59
C -6.00 -4.70 4.23
C -5.28 -5.94 3.70
C -4.37 -5.57 2.53
C -3.37 -4.47 2.88
N -4.09 -3.30 3.47
O -4.60 -2.54 2.56
C -2.29 -5.02 3.83
C -2.64 -4.00 1.62
C -5.89 -2.28 4.82
H -3.60 -4.61 5.88
H -3.82 -2.90 6.25
H -5.06 -4.08 6.68
H -6.71 -4.35 3.47
H -6.59 -4.95 5.11
H -4.72 -6.42 4.50
H -6.02 -6.67 3.37
H -3.82 -6.45 2.19
H -4.99 -5.24 1.69
H -1.72 -4.21 4.29
H -1.59 -5.64 3.26
H -2.68 -5.66 4.61
H -3.33 -3.68 0.85
H -2.05 -4.83 1.22
H -1.96 -3.18 1.85
H -5.25 -1.41 4.98
H -6.51 -2.42 5.71
H -6.55 -2.06 3.98
C 4.63 2.13 -6.20
C 5.33 2.11 -4.83
C 6.81 2.48 -4.96
C 7.68 1.37 -5.54
C 7.50 0.08 -4.75
C 6.04 -0.37 -4.67
N 5.19 0.77 -4.17
O 5.25 0.87 -2.88
C 5.56 -0.89 -6.04
C 5.90 -1.54 -3.69
C 4.62 3.17 -3.99
H 4.94 1.35 -6.88
H 3.54 2.05 -6.07
H 4.83 3.08 -6.69
H 7.19 2.74 -3.97
H 6.89 3.38 -5.57
H 7.45 1.22 -6.60
H 8.73 1.68 -5.50
H 8.08 -0.73 -5.21
H 7.89 0.22 -3.74
H 4.47 -0.97 -6.07
H 5.98 -1.88 -6.21
H 5.88 -0.28 -6.87
H 6.31 -1.30 -2.71
H 6.45 -2.39 -4.09
H 4.86 -1.83 -3.58
H 3.58 2.90 -3.80
H 4.63 4.11 -4.53
H 5.11 3.33 -3.03

---

No. 6
58
Properties=species:S:1:pos:R:3 method="wB97M-V/def2-TZVPD" spin_multiplicity=1 homo_ev=-7.44 smiles=COCCOc1ccc2c(c1)ncn2-c1ccc2cccc(N3CCC(N)CC3)c2n1 e_lumo_ev=0.1 de_lowest_ev=2.2144
C 3.46 -5.46 -5.86
H 3.02 -6.46 -5.90
O 2.50 -4.47 -6.11
C 1.45 -4.47 -5.16
C 0.44 -3.40 -5.57
O -0.59 -3.25 -4.63
C -0.35 -2.60 -3.44
C -1.41 -2.63 -2.54
C -1.24 -1.98 -1.33
N -2.13 -1.84 -0.28
C -1.50 -1.14 0.60
N -0.22 -0.79 0.25
C -0.03 -1.32 -1.01
C 1.00 -1.27 -1.93
C 0.83 -1.92 -3.14
H 1.64 -1.88 -3.85
H 1.92 -0.73 -1.73
C 0.66 -0.06 1.05
N 0.12 0.85 1.82
C 0.89 1.62 2.61
C 2.31 1.47 2.60
C 3.12 2.33 3.35
C 2.54 3.32 4.10
C 1.15 3.46 4.13
C 0.29 2.64 3.42
N -1.06 2.81 3.52
C -1.67 4.11 3.59
H -0.92 4.88 3.78
C -2.39 4.43 2.27
H -2.86 5.41 2.33
H -1.65 4.45 1.46
C -3.44 3.37 1.95
N -4.11 3.72 0.71
H -3.44 3.71 -0.06
H -4.83 3.03 0.49
C -2.77 1.99 1.95
H -3.52 1.21 1.80
C -2.03 1.77 3.27
H -1.54 0.80 3.28
H -2.76 1.80 4.09
H -2.05 1.93 1.13
H -4.21 3.39 2.73
H -2.40 4.13 4.41
H 0.74 4.23 4.77
H 3.14 3.99 4.69
H 4.19 2.21 3.33
C 2.85 0.44 1.80
C 2.04 -0.34 1.02
H 2.43 -1.15 0.43
H 3.92 0.27 1.83
H -1.91 -0.85 1.55
H -2.32 -3.13 -2.79
H 0.96 -2.46 -5.77
H -0.06 -3.71 -6.49
H 1.85 -4.26 -4.16
H 0.96 -5.46 -5.13
H 4.21 -5.36 -6.64
H 3.94 -5.32 -4.88

---

No. 7
126
Properties=species:S:1:pos:R:3 method="wB97M-V/def2-TZVPD" spin_multiplicity=2 homo_ev="-11.44 / -11.44" total_charge=+1 s2=0.755 e_lumo_ev="-2.8 / -9.3" de_lowest_ev=1.0963
C -2.98 -5.77 -2.02
C -3.44 -4.30 -2.09
C -2.62 -3.40 -1.11
O -3.35 -3.78 -3.43
H -2.42 -5.86 -1.09
H -2.24 -5.89 -2.81
H -3.75 -6.51 -2.21
H -4.49 -4.44 -1.79
H -2.73 -2.34 -1.35
H -1.57 -3.35 -1.40
H -2.75 -3.49 -0.03
H -3.33 -2.84 -3.20
C -3.66 -0.74 0.72
C -3.30 0.61 1.37
C -4.28 1.01 2.36
O -2.01 0.66 1.78
H -3.31 -0.83 -0.30
H -4.72 -0.97 0.74
H -3.16 -1.55 1.26
H -3.35 1.25 0.49
H -5.08 1.64 1.98
H -3.84 1.62 3.15
H -4.78 0.21 2.91
H -1.90 -0.06 2.41
C 1.42 -4.02 -1.54
C 1.85 -3.83 -0.08
C 2.10 -5.18 0.59
O 2.98 -3.12 -0.27
H 2.08 -4.74 -2.02
H 1.50 -3.05 -2.04
H 0.44 -4.50 -1.55
H 1.18 -3.17 0.48
H 2.46 -5.05 1.61
H 2.80 -5.82 0.06
H 1.22 -5.79 0.81
H 3.32 -2.89 0.60
C -0.87 2.82 -3.66
C -1.98 2.58 -4.74
C -3.46 2.55 -4.33
O -1.82 3.61 -5.59
H -0.97 3.72 -3.05
H 0.19 2.85 -3.93
H -0.97 1.91 -3.06
H -1.89 1.62 -5.25
H -3.76 1.79 -3.62
H -4.18 2.59 -5.15
H -3.53 3.44 -3.71
H -2.37 3.59 -6.38
C 0.59 -2.62 3.72
C -0.70 -2.81 2.86
C -1.24 -4.19 2.98
O -1.68 -1.94 3.26
H 0.97 -1.61 3.88
H 1.37 -3.17 3.21
H 0.49 -3.06 4.71
H -0.45 -2.56 1.83
H -0.88 -4.73 2.10
H -2.33 -4.25 2.97
H -0.90 -4.66 3.90
H -1.82 -2.12 4.19
C 2.85 2.42 3.79
C 3.15 2.83 2.37
C 4.07 4.03 2.30
O 3.87 1.77 1.85
H 2.02 1.72 3.82
H 2.68 3.28 4.44
H 3.69 1.82 4.14
H 2.22 3.03 1.83
H 3.50 4.87 2.69
H 4.39 4.23 1.28
H 5.00 3.86 2.85
H 4.30 2.19 1.10
C -0.48 1.51 5.15
C -0.89 2.89 4.69
C -0.32 4.13 5.41
O -0.54 2.82 3.25
H -0.81 0.72 4.47
H -0.90 1.21 6.11
H 0.58 1.56 5.40
H -1.97 2.92 4.80
H 0.77 4.17 5.37
H -0.51 4.02 6.47
H -0.64 5.07 4.96
H -1.11 2.22 2.77
C 0.64 -0.44 -4.61
C -0.38 -1.47 -4.30
O -1.35 -0.91 -3.50
H 0.91 0.19 -3.77
H 0.29 0.32 -5.30
H 1.59 -0.83 -5.00
H 0.02 -2.36 -3.80
H -0.87 -1.83 -5.20
H -0.81 -0.66 -2.75
C 3.91 1.15 -2.57
C 4.64 2.37 -2.16
O 4.26 2.63 -0.84
H 2.84 1.32 -2.44
H 4.04 0.28 -1.93
H 4.23 0.95 -3.59
H 4.38 3.18 -2.84
H 5.72 2.29 -2.27
H 3.33 2.39 -0.81
C -2.45 4.10 -0.50
C -2.28 4.42 0.95
O -1.09 5.14 1.22
H -2.51 5.00 -1.10
H -3.33 3.46 -0.53
H -1.60 3.55 -0.90
H -2.55 3.61 1.63
H -3.12 5.03 1.30
H -0.60 4.62 1.87
C 0.97 1.08 -0.16
C 0.73 -0.50 -0.22
O -0.57 -0.72 -0.58
H 0.14 1.58 0.35
H 0.96 1.35 -1.22
H 1.92 1.12 0.36
H 0.81 -0.93 0.78
H 1.39 -0.94 -0.97
H -1.13 -0.57 0.18
C 5.31 -2.22 -2.83
O 3.90 -2.33 -3.12
H 5.72 -3.02 -2.21
H 5.94 -2.01 -3.69
H 5.56 -1.44 -2.11
H 3.50 -2.31 -2.24

---

No. 8
17
Properties=species:S:1:pos:R:3 method="wB97M-V/def2-TZVPD" spin_multiplicity=1 homo_ev=-9.03 smiles=CCS.CC e_lumo_ev=0.9 de_lowest_ev=0.2055
C 1.43 -0.43 0.91
C 1.49 -1.78 1.61
S 1.27 -0.81 -0.86
H 0.57 0.14 1.27
H 2.32 0.17 1.17
H 2.35 -2.40 1.38
H 1.48 0.45 -1.32
H 0.65 -2.47 1.39
H 1.41 -1.54 2.68
C -2.26 1.16 -0.75
C -2.91 2.39 -0.11
H -1.63 1.45 -1.58
H -1.74 0.56 0.01
H -2.98 0.45 -1.20
H -3.25 3.06 -0.89
H -2.14 2.90 0.48
H -3.76 2.13 0.52

---

Number 1: energy -715.56841 hartree. Number 2: energy -2105.94354 hartree. Number 3: energy -1151.02034 hartree. Number 4: energy -633.00306 hartree. Number 5: energy -2400.62261 hartree. Number 6: energy -1355.01239 hartree. Number 7: energy -2095.73378 hartree. Number 8: energy -557.76286 hartree.